1.
{"formula": "C7H27NO6", "method": "the ωB97M-V functional and the def2-TZVPD basis", "elements": ["O", "H", "H", "H", "C", "H", "C", "H", "O", "H", "H", "C", "H", "H", "H", "C", "H", "H", "H", "H", "O", "N", "H", "H", "H", "O", "C", "H", "C", "H", "C", "H", "O", "H", "H", "H", "H", "O", "H", "H", "H"], "xyz": [[0.364, -0.705, 1.353], [-4.440, -1.043, -0.170], [-1.237, 1.103, -1.858], [0.918, 0.686, -1.296], [1.976, -1.465, 3.026], [0.865, -3.980, 2.242], [-4.329, -1.113, -1.260], [1.238, -1.401, 3.856], [0.206, 3.267, 2.308], [1.322, 2.289, 1.016], [0.730, 3.548, 3.065], [-0.949, 0.095, -2.078], [0.604, 5.177, -0.842], [-0.396, 0.734, -4.095], [1.842, -2.033, 0.944], [-0.859, -0.112, -3.631], [-4.193, -2.128, -1.611], [-0.363, -2.843, 2.846], [-5.269, -0.733, -1.704], [-1.782, -0.243, -4.181], [-0.174, 5.006, -0.265], [0.342, -0.155, -1.417], [-0.099, -0.922, -3.760], [0.076, 4.531, 0.551], [2.430, -0.474, 2.926], [-3.292, -0.311, -1.786], [1.157, -1.828, 1.806], [3.421, 0.920, -0.043], [-2.017, -0.851, -1.530], [-0.545, 2.761, 2.673], [0.326, -3.030, 2.037], [1.498, 0.755, 1.198], [1.901, 1.563, 0.833], [0.913, -0.834, -1.915], [-1.934, -0.963, -0.456], [-0.246, -3.117, 1.108], [4.466, 1.655, -0.856], [4.259, 0.781, -0.508], [-1.887, -1.805, -2.058], [0.317, -0.665, 0.358], [2.841, -2.118, 3.171]], "lowdin_charge": [-0.119, 0.090, 0.135, 0.089, -0.052, 0.099, -0.109, 0.094, -0.043, -0.006, 0.067, -0.373, 0.049, 0.057, 0.148, -0.042, 0.081, 0.077, 0.094, 0.075, -0.086, 0.038, 0.084, -0.004, 0.070, -0.187, -0.519, -0.027, -0.222, 0.082, -0.071, 0.010, -0.065, 0.092, 0.113, 0.079, 0.029, -0.082, 0.129, 0.038, 0.087], "e_lumo_ev": 0.28, "orbital_gap_ev": 10.09, "smiles": "COC[C@H](C)N.CC(C)O.O.O.O.O", "e_above_lowest_kcal_mol": 35.6, "spin_multiplicity": 1}

---

2.
{"formula": "C7H28BeN14O11S", "method": "the ωB97M-V functional and the def2-TZVPD basis", "elements": ["C", "H", "N", "H", "O", "H", "H", "S", "O", "O", "H", "C", "N", "C", "H", "H", "O", "N", "N", "N", "H", "C", "H", "N", "N", "H", "H", "C", "H", "O", "O", "H", "O", "H", "H", "N", "N", "N", "O", "N", "Be", "O", "C", "H", "N", "H", "H", "O", "H", "N", "H", "H", "H", "H", "H", "H", "N", "H", "H", "H", "C", "O"], "xyz": [[-9.846, -11.048, -10.458], [-2.882, -6.711, -12.642], [-5.309, -7.877, -15.232], [-10.075, -8.448, -15.669], [-11.591, -5.315, -11.438], [-7.680, -9.539, -7.917], [-6.333, -3.578, -10.136], [-11.186, -6.591, -11.985], [-6.602, -9.553, -12.238], [-6.723, -6.875, -13.810], [-4.931, -7.905, -16.162], [-8.239, -7.626, -8.109], [-3.616, -7.215, -12.177], [-4.476, -6.573, -11.339], [-5.314, -8.609, -14.537], [-7.627, -2.889, -9.241], [-7.805, -5.289, -11.323], [-7.736, -8.664, -7.417], [-9.321, -9.119, -15.699], [-6.298, -10.910, -10.542], [-9.566, -3.619, -9.390], [-6.018, -6.835, -14.798], [-8.839, -9.074, -16.581], [-5.721, -5.693, -15.467], [-8.889, -6.729, -7.352], [-8.922, -6.781, -6.348], [-8.168, -8.708, -6.507], [-5.846, -10.394, -11.683], [-4.058, -10.217, -12.623], [-10.547, -7.431, -10.956], [-10.067, -6.503, -12.957], [-11.082, -12.246, -9.357], [-9.293, -9.392, -13.455], [-6.139, -4.816, -15.200], [-5.738, -11.667, -10.179], [-4.068, -5.347, -10.995], [-4.587, -10.669, -11.894], [-7.985, -10.649, -14.663], [-5.600, -6.995, -11.081], [-9.410, -4.144, -10.232], [-8.265, -7.712, -11.803], [-8.119, -7.453, -9.312], [-8.143, -4.454, -10.460], [-7.303, -10.955, -10.407], [-7.298, -3.610, -9.857], [-3.143, -5.025, -11.228], [-9.702, -11.557, -8.510], [-8.937, -10.229, -10.522], [-9.302, -5.891, -7.727], [-10.231, -11.713, -9.351], [-11.217, -12.139, -11.544], [-7.279, -10.478, -15.364], [-10.169, -11.051, -12.361], [-3.862, -8.185, -12.267], [-7.702, -10.761, -13.695], [-4.479, -4.924, -10.179], [-10.665, -11.298, -11.513], [-5.513, -5.795, -16.448], [-4.054, -11.357, -11.392], [-10.080, -4.677, -10.792], [-8.909, -9.730, -14.590], [-12.277, -7.258, -12.713]], "lowdin_charge": [-0.650, 0.100, 0.156, 0.129, -0.374, 0.091, 0.084, 0.195, -0.026, 0.055, 0.100, -0.671, 0.163, -0.671, 0.087, 0.094, -0.010, 0.163, 0.200, 0.179, 0.100, -0.699, 0.103, 0.160, 0.175, 0.097, 0.092, -0.663, 0.105, -0.407, -0.423, 0.104, -0.010, 0.115, 0.103, 0.167, 0.185, 0.170, 0.021, 0.192, 0.994, 0.031, -0.682, 0.064, 0.154, 0.097, 0.101, -0.009, 0.108, 0.166, 0.101, 0.103, 0.084, 0.065, 0.088, 0.101, 0.187, 0.092, 0.118, 0.053, -0.700, -0.396], "e_lumo_ev": -0.19, "orbital_gap_ev": 5.60, "e_above_lowest_kcal_mol": 73.9, "spin_multiplicity": 1}

---

no.,HOMO level (hartree)
1,-0.36028
2,-0.21263